Formula: C32H41N6PdSSi
Source: the OMol25 dataset
Level of theory: ωB97M-V/def2-TZVPD

Geometry as XYZ:
```
82
Properties=species:S:1:pos:R:3:mulliken_charge:R:1
Pd 0.04238 -0.59296 -0.65747 -0.92
S 4.70416 -1.50071 -1.34014 -0.17
Si 0.66592 0.70413 1.44480 0.78
N -2.05460 -1.28906 -0.74803 2.67
N -3.78778 -2.97066 -0.49442 0.05
N -4.31191 -0.63572 -0.10403 0.08
N 2.15216 -1.20878 -1.30359 0.17
N -0.39708 1.76837 -1.15324 1.25
N -3.87139 -1.42142 -2.36002 0.06
C 3.74230 -2.93091 -1.17849 1.03
C -1.49128 2.58049 -1.69740 -1.46
C 0.16148 -1.11579 1.30957 -0.84
C 0.65679 2.66540 -3.28155 -1.04
C -2.45829 -1.15110 -2.17640 -0.68
C 0.69444 1.63426 -2.15319 -0.43
C 2.38874 -2.58236 -1.17306 -1.04
C 5.34087 0.91626 1.76805 -0.55
C 1.41880 -3.57748 -1.04492 -0.43
C 4.62479 2.03710 1.37121 -0.75
C 4.15309 -4.25927 -1.06758 -0.55
C 4.66898 -0.26738 2.03816 -0.90
C 0.30855 4.04347 -2.72466 -0.68
C -2.37698 -2.68187 -0.32372 -1.10
C -1.90093 2.16255 4.39617 -0.93
C -2.89877 -0.36346 0.06305 0.36
C 0.02789 2.12153 0.21259 -1.34
C -1.06140 2.29894 5.49364 -0.55
C -1.05651 4.01852 -2.00139 -0.90
C -4.56987 -2.02096 0.30591 -0.71
C 0.28211 1.97234 5.38275 -0.78
C 3.24300 1.97131 1.24289 -0.23
C 3.27307 -0.56402 -1.37803 -0.09
C -4.14389 -2.79137 -1.90668 -0.73
C 0.78700 1.50908 4.17371 -0.54
C 3.18189 -5.22862 -0.94599 -0.51
C -0.04241 1.37254 3.05612 0.66
C 2.54300 0.78685 1.49980 0.60
C -1.39304 1.70344 3.18954 -0.23
C 1.82213 -4.88885 -0.92608 -0.65
C -4.64528 -0.49514 -1.52558 -0.70
C 3.28796 -0.32727 1.90746 -0.19
H 5.14137 2.96753 1.17259 0.44
H 5.20349 -4.51821 -1.07823 0.42
H -2.62699 -0.47725 1.11339 0.17
H -2.10043 -2.80385 0.72299 0.26
H 5.21845 -1.14591 2.35296 0.45
H -2.68509 0.65711 -0.25125 -1.12
H -0.78530 -1.41913 1.74582 0.78
H 0.92586 -1.88652 1.35443 0.40
H 2.78579 -1.25794 2.14548 0.39
H -2.23090 -0.13706 -2.50811 -0.06
H 1.09555 4.36681 -2.03814 0.24
H -1.00009 4.58035 -1.06753 0.28
H -2.06734 1.60432 2.34250 0.18
H -4.30282 -2.13595 1.35740 0.35
H 0.37432 -3.29826 -1.03573 0.52
H -4.43436 0.52839 -1.84070 0.33
H 0.93851 2.07925 6.23710 0.42
H 0.65288 0.64152 -2.61911 0.28
H 6.41649 0.96960 1.87779 0.40
H 1.08469 -5.67196 -0.81125 0.44
H -1.87673 -1.86115 -2.76701 0.17
H 2.71041 2.86761 0.94877 0.41
H -1.82629 4.49441 -2.61173 0.51
H -2.31947 2.58979 -0.98664 0.43
H -5.62993 -2.23936 0.18400 0.36
H 0.83401 2.86617 0.20767 0.64
H 1.83913 1.25916 4.09581 0.32
H 1.62919 2.68195 -3.77593 0.47
H 3.47421 -6.26701 -0.86875 0.40
H 1.64607 1.72324 -1.62393 -0.16
H -0.07624 2.37838 -4.03874 0.37
H 0.28799 4.76705 -3.53903 0.46
H -2.94945 2.41870 4.48062 0.45
H -1.45562 2.66462 6.43315 0.39
H 3.34243 0.51038 -1.47324 0.39
H -1.85038 2.10324 -2.61246 0.54
H -1.79216 -3.37348 -0.93175 0.31
H -3.56717 -3.49004 -2.51469 0.35
H -0.82255 2.55957 0.73548 0.84
H -5.20419 -3.00464 -2.03774 0.34
H -5.70746 -0.69281 -1.66607 0.34
```

## Properties
gap between HOMO and LUMO = 7.1020 eV
largest force on an atom = 0.03143 Eh/bohr
energy = -2387.8491 Eh
E_HOMO = -0.39412 Eh
total charge = +1